# CH4N2O4S

One molecule with the formula CH4N2O4S (the ωB97M-V functional and the def2-TZVPD basis, OMol25).

Geometry as XYZ:
```
12
CH4N2O4S, DFT the ωB97M-V functional and the def2-TZVPD basis
H -3.0169 -0.6365 -0.8815
N -2.2217 -0.6548 -0.2978
N -1.6923 0.3213 0.1238
O -1.7842 1.5261 -0.0888
O -0.5791 0.0780 1.0447
S 0.6225 -0.7898 0.4418
C 1.5995 0.5652 -0.2091
O 0.1739 -1.6166 -0.6105
O 1.2822 -1.3552 1.5705
H 1.1756 1.3596 -0.8705
H 2.0874 1.1532 0.4923
H 2.3532 0.0495 -0.7150
```

## Properties
* HOMO: -11.3 eV
* gap between HOMO and LUMO: 0.4225 Eh
* relative energy (zero: lowest compared OMol25 entry of this formula, charge and spin): 4.101 eV
* largest force on an atom: 3.6 eV/A
* LUMO level: 0.19 eV
* SMILES string: [H]/N=[N+](\[O-])OS(C)(=O)=O